(1)
Computed, not measured: C33H57BN9RbS8 as an isolated structure, with ωB97M-V with the def2-TZVPD basis set.

ΔE to the lowest compared entry with this formula, charge and spin ... 0.0 kcal/mol

Cartesian coordinates (Å):
Rb -0.81928 -0.24784 0.00131
C -2.82542 -3.92363 -2.25669
C -3.07660 -2.99364 -3.43868
S -3.27775 -1.25054 -2.99149
C -4.95321 -1.31638 -2.29212
C -5.18292 -0.34776 -1.13736
S -4.20967 -0.63309 0.35446
C -4.78928 -2.27223 0.84343
C -4.07827 -2.72845 2.11198
S -2.29908 -3.02427 1.93968
C -2.30544 -4.56141 0.97062
C -1.21209 -4.61853 -0.09343
S -1.32738 -3.38723 -1.40430
H -3.68398 -3.91522 -1.58291
H -2.69086 -4.94646 -2.61780
H -2.22198 -3.01695 -4.11695
H -3.94649 -3.33196 -4.00442
H -5.67013 -1.08018 -3.08102
H -5.15132 -2.34085 -1.97520
H -4.92711 0.67208 -1.42416
H -6.24376 -0.36096 -0.87604
H -5.86673 -2.23646 1.02316
H -4.60701 -2.98873 0.04122
H -4.16366 -1.96501 2.88740
H -4.55166 -3.63162 2.49969
H -2.17136 -5.40308 1.65342
H -3.28820 -4.67300 0.51116
H -0.23041 -4.45355 0.35271
H -1.19944 -5.61761 -0.53620
C -0.57908 3.83209 2.10612
C 0.69206 4.66408 1.92326
C 0.88816 5.51186 3.17932
C 0.59407 5.60723 0.72437
N 1.85745 3.75112 1.76964
C 2.89836 3.66845 2.68644
C 3.70998 2.68124 2.27144
N 3.17796 2.13658 1.12296
B 3.85447 0.83963 0.60294
N 3.51309 0.50972 -0.87767
C 4.02563 1.35639 -1.83909
C 3.66928 0.89378 -3.04643
N 2.92151 -0.26127 -2.83931
C 2.83192 -0.48856 -1.48606
S 2.03147 -1.79793 -0.73716
C 2.43624 -1.14976 -3.93038
C 3.11165 -2.51765 -3.81681
C 2.80767 -0.54707 -5.28582
C 0.91448 -1.26901 -3.87581
N 3.64286 -0.35420 1.55973
C 4.60558 -1.33901 1.57808
C 4.17717 -2.33216 2.36925
N 2.93763 -1.95058 2.87690
C 2.60228 -0.73340 2.34536
S 1.18280 0.16917 2.60490
C 2.05990 -2.90589 3.60993
C 1.16408 -3.57327 2.56860
C 1.21720 -2.22684 4.68993
C 2.93154 -3.95508 4.30374
C 2.04545 2.79375 0.81255
S 1.05587 2.49532 -0.55263
H -1.40211 4.49869 2.36707
H -0.43948 3.11180 2.91429
H -0.83023 3.29288 1.19449
H 0.03567 6.18540 3.26296
H 1.79070 6.12206 3.12215
H 0.92117 4.90173 4.08289
H -0.26152 6.27190 0.86592
H 0.46532 5.05340 -0.20137
H 1.49511 6.21973 0.65030
H 2.97670 4.30997 3.54078
H 4.61745 2.29987 2.70399
H 5.04644 1.06479 0.62841
H 4.59102 2.22935 -1.56691
H 3.88488 1.28434 -4.02021
H 4.19544 -2.40334 -3.88612
H 2.77929 -3.15070 -4.64178
H 2.86670 -3.00109 -2.87429
H 3.88748 -0.46944 -5.41522
H 2.35475 0.43405 -5.43824
H 2.42593 -1.21171 -6.06068
H 0.58365 -1.67632 -2.92335
H 0.57319 -1.92166 -4.68173
H 0.46761 -0.28474 -4.03707
H 5.51531 -1.24030 1.01350
H 4.65279 -3.25668 2.62330
H 0.60628 -2.80272 2.03387
H 0.46124 -4.25659 3.05052
H 1.76753 -4.12416 1.84200
H 0.43888 -1.60259 4.26765
H 1.83841 -1.60114 5.33336
H 0.75914 -3.00867 5.29918
H 3.43819 -4.61408 3.59998
H 2.28782 -4.57997 4.92167
H 3.67392 -3.48428 4.95007
C -3.67503 5.61249 0.51057
C -4.31599 4.81097 -0.62132
C -3.37899 3.81815 -1.23075
N -3.50857 2.54204 -1.11865
N -2.52489 1.82840 -1.76073
C -1.67246 2.59836 -2.36566
N -0.66114 2.13348 -3.16792
S -1.99350 4.28601 -2.17084
H -4.37528 6.34809 0.90631
H -2.78395 6.14191 0.16916
H -3.37885 4.94724 1.32127
H -4.68615 5.48355 -1.39852
H -5.16914 4.24315 -0.24941
H -0.58521 1.12642 -3.11823
H 0.23619 2.57582 -3.00648

These are the Löwdin partial charges, in e, on atoms 1 to 8: 0.33, -0.53, -0.55, 0.84, -0.52, -0.54, 0.81, -0.54

---

(2)
Computed, not measured: a 3-piece molecular cluster, C33H57ClF2N4O11P overall at a distorted geometry, with ωB97M-V with the def2-TZVPD basis set.

Total charge ... +1

Cartesian coordinates (Å):
C -1.52058 -5.96093 1.11054
C -1.31666 -4.83070 0.12237
C -1.20270 -5.05468 -1.23600
C -1.03314 -3.96422 -2.07736
C -0.96747 -2.66522 -1.61495
C -0.73149 -1.52031 -2.58948
C -1.95381 -0.57490 -2.77076
C -0.25088 -1.95077 -3.98107
C -1.08425 -2.44324 -0.24000
O -0.97231 -1.13017 0.21968
C -2.14354 -0.70561 0.91526
C -1.72326 0.48949 1.78799
C -1.03387 -0.04145 3.09193
O -0.85543 -1.42227 3.06867
C 0.40192 0.52789 3.29606
O 1.19153 0.34961 2.14738
O 2.47578 -0.13244 2.49306
O -1.69674 0.21134 4.31148
C -2.98817 0.65896 4.37830
F -3.72043 -0.31122 4.95293
Cl -2.96249 1.97740 5.63708
C -3.71799 1.11383 3.00956
O -4.25188 -0.11096 2.57785
C -4.92950 1.96938 3.43559
C -6.21002 2.12577 2.55203
C -6.40642 1.33292 1.26032
F -7.61059 1.73206 0.70605
N -2.70513 1.60941 2.02657
C -1.94178 2.76726 2.66928
P -0.83293 3.75133 1.58809
O -0.24428 3.11012 0.40924
O 0.36170 4.22746 2.56440
O -1.50445 5.13033 1.18140
C -3.22201 2.27829 0.79609
C -2.83775 1.92848 -0.48485
C -3.29595 2.60254 -1.59967
C -4.15359 3.66514 -1.37842
N -4.50794 4.07578 -0.16627
C -4.04391 3.40077 0.85784
C -1.25176 -3.52943 0.59012
H -2.52082 -5.84415 1.54922
H -0.81135 -5.93076 1.93959
H -1.52967 -6.92328 0.59617
H -1.25853 -6.07494 -1.60017
H -0.94771 -4.19115 -3.13392
H 0.07693 -0.91086 -2.16282
H -2.73307 -0.79356 -2.03460
H -2.35315 -0.64424 -3.78560
H -1.59872 0.45440 -2.65015
H 0.58438 -2.65818 -3.96342
H -1.07687 -2.49222 -4.46658
H -0.01208 -1.07535 -4.60144
H -2.63000 -1.52099 1.44974
H -2.88876 -0.46627 0.14365
H -0.89565 0.94565 1.22148
H -0.14259 -1.64540 2.45187
H 0.82574 -0.09331 4.09325
H 0.42165 1.55731 3.68497
H 2.33958 -1.08834 2.60561
H -5.13408 -0.23746 2.94069
H -4.65902 2.96803 3.78698
H -5.29039 1.48860 4.35097
H -7.10623 1.94944 3.15518
H -6.30402 3.18305 2.27608
H -5.63700 1.43632 0.49335
H -6.50772 0.26023 1.47254
H -1.36124 2.47750 3.54634
H -2.66873 3.47013 3.08802
H 0.37026 3.67545 3.35927
H -1.42145 5.23578 0.22153
H -2.13488 1.12415 -0.66343
H -3.00395 2.32614 -2.60375
H -4.55134 4.20158 -2.23768
H -4.32189 3.78063 1.84102
H -1.33400 -3.37747 1.66699
C 8.05945 0.11878 2.85595
C 6.90060 -0.52770 2.10394
C 5.59616 -0.58321 2.91448
O 5.55797 -1.59428 3.90740
C 6.18797 -1.25704 5.13159
N 7.31778 -1.85475 1.64171
H 8.48264 -0.54326 3.61126
H 8.86371 0.36701 2.16363
H 7.74461 1.04202 3.34717
H 6.70201 0.08914 1.22219
H 4.78519 -0.82611 2.22403
H 5.35481 0.39438 3.35134
H 6.07071 -0.19622 5.36998
H 7.24746 -1.51923 5.10908
H 5.71804 -1.84480 5.92026
H 6.58544 -2.24860 1.05700
H 7.33921 -2.46920 2.45196
C 3.56556 -0.14041 -5.44709
C 2.40550 -0.52398 -6.35996
C 2.75547 -0.47978 -7.85514
O 2.80530 0.82107 -8.40759
C 4.02500 1.51406 -8.20609
N 1.25196 0.32673 -6.04468
H 3.74737 0.93414 -5.43889
H 3.34858 -0.43490 -4.41923
H 4.48680 -0.64112 -5.75027
H 2.13663 -1.55870 -6.12362
H 1.96081 -0.99605 -8.40110
H 3.68510 -1.02404 -8.06348
H 4.88417 0.83815 -8.22345
H 4.00668 2.07070 -7.26617
H 4.13426 2.23487 -9.01591
H 0.45275 0.00731 -6.58723
H 1.44485 1.25155 -6.42236

These are the Löwdin partial charges, in e, on atoms 1 to 8: -0.04, -0.27, -0.02, -0.02, -0.12, -0.33, -0.04, -0.09

---

(3)
Computed, not measured: C33H57ErNP2Si as an isolated structure at a distorted geometry, with ωB97M-V with the def2-TZVPD basis set.

Total charge ... +1
2S+1 ... 4
ΔE to the lowest compared entry with this formula, charge and spin ... 0.0 kcal/mol

Cartesian coordinates (Å):
Er -0.05732 -0.98406 0.87941
C 1.43059 -1.47542 2.80442
C 0.61373 -0.34936 3.18162
C -0.76845 -2.19757 3.02618
C 0.56221 -2.61381 2.72992
C -0.74913 -0.79263 3.28607
C 2.91656 -1.50794 2.70120
H 3.33621 -0.50126 2.58161
H 3.26101 -2.12333 1.86073
H 3.35351 -1.93774 3.61562
C 0.95369 -4.02946 2.54085
H 2.02957 -4.12600 2.35252
H 0.40029 -4.47230 1.70093
H 0.71199 -4.63233 3.43552
C -1.92395 -3.10213 3.26148
H -1.70450 -3.84141 4.04727
H -2.18077 -3.65240 2.34993
H -2.81428 -2.53587 3.56607
C -1.89126 -0.05867 3.90314
H -2.08347 -0.44854 4.91326
H -2.81779 -0.18602 3.33293
H -1.69546 1.01116 3.99649
C 1.09756 0.97273 3.64808
H 1.21824 0.96413 4.73936
H 0.38816 1.77019 3.40629
H 2.06562 1.22471 3.21670
C 2.33523 3.34099 -2.94758
C 3.18493 3.67070 -1.95889
C 3.37993 5.07283 -1.46280
C 2.09930 5.92490 -1.31383
C 0.84745 5.19374 -0.92597
C -0.08191 4.76771 -1.80268
C 0.11955 4.63331 -3.28322
C 1.55954 4.32797 -3.76539
H 4.05620 5.61575 -2.14817
H 1.92384 6.45287 -2.26151
H 3.90854 5.03586 -0.49934
H 2.12570 5.26554 -3.85684
H 2.26188 2.32013 -3.33205
H 3.90727 2.94208 -1.58053
H 1.47379 3.88821 -4.77546
H -0.55548 3.83470 -3.63851
H -1.09930 4.55137 -1.45952
H -0.20399 5.54924 -3.81068
H 2.30238 6.69322 -0.54729
H 0.66813 5.12106 0.15067
P 1.41706 0.85141 -0.40049
P -1.87388 1.12495 0.55286
C 0.16394 1.85359 -1.31957
C -1.35761 1.65449 -1.14978
H 0.41485 1.80069 -2.38623
H 0.45012 2.86183 -0.99440
H -1.88761 2.59700 -1.37160
H -1.73117 0.90289 -1.86468
C -3.63496 0.74560 0.42342
H -4.05740 0.69831 1.43482
H -3.79043 -0.22830 -0.05921
H -4.16854 1.51654 -0.14670
C -1.86360 2.67787 1.50715
H -2.33285 3.49860 0.94388
H -0.83906 2.97003 1.77625
H -2.43561 2.51533 2.43059
C 2.59346 0.31102 -1.65326
H 3.31523 -0.37675 -1.19368
H 3.13426 1.15743 -2.09276
H 2.05071 -0.22203 -2.44663
C 2.28957 2.04510 0.66693
H 1.62885 2.44167 1.45216
H 2.68047 2.89414 0.09002
H 3.13102 1.52726 1.14797
C 2.02064 -3.27068 -0.77041
Si 0.26512 -3.71937 -1.22864
C -0.07725 -3.42505 -3.04126
C -0.01148 -5.52410 -0.78768
N -0.82742 -2.68195 -0.31032
C -2.19377 -2.92581 -0.55043
C -2.89637 -2.13416 -1.49809
C -4.20506 -2.47099 -1.85516
C -4.84246 -3.55803 -1.25024
C -4.17938 -4.31367 -0.27818
C -2.85796 -4.02519 0.05075
H 2.61156 -4.09421 -1.20031
H 2.22272 -3.26338 0.31072
H 2.36707 -2.33174 -1.22159
H 0.60091 -4.00939 -3.67764
H -1.10801 -3.71185 -3.28927
H 0.05141 -2.36183 -3.28677
H 0.21076 -5.75798 0.26105
H -1.04559 -5.82976 -0.99150
H 0.64341 -6.16029 -1.39969
H -2.35039 -1.32538 -1.99093
H -4.71390 -1.87822 -2.62240
H -5.87330 -3.79912 -1.52719
H -4.68389 -5.15344 0.21889
H -2.28972 -4.66997 0.73121

These are the Löwdin partial charges, in e, on atoms 1 to 8: 1.08, -0.32, -0.33, -0.29, -0.30, -0.33, -0.03, 0.07

---

(4)
Computed, not measured: C33H57FInN2O2Si as an isolated structure at a distorted geometry, with ωB97M-V with the def2-TZVPD basis set.

Total charge ... +1
ΔE to the lowest compared entry with this formula, charge and spin ... 0.0 kcal/mol

Cartesian coordinates (Å):
O 0.59328 -2.38187 -1.76709
O -1.49633 -2.07710 -4.11014
C 2.00617 -2.86031 -1.91013
C 2.64308 -3.51731 -0.64654
H 2.54958 -1.94801 -2.22883
H 2.01135 -3.66038 -2.69218
H 2.73842 -2.69027 0.08622
H 3.61274 -3.99046 -0.93194
H 1.99936 -4.39292 -0.34590
C -0.29785 -3.43663 -1.34739
C -0.41113 -4.63183 -2.30349
H -1.19506 -2.83843 -1.19539
H 0.01372 -3.84234 -0.35693
H -0.64554 -4.14492 -3.25983
H -1.17102 -5.35786 -1.96961
H 0.52757 -5.21352 -2.33617
C -2.75067 -1.72369 -3.50717
C -1.03602 -1.13637 -5.09540
C -3.47019 -3.01394 -3.25293
H -3.32098 -1.10789 -4.22684
H -2.78675 -1.16945 -2.54457
H -3.61585 -3.53359 -4.21127
H -4.44177 -2.73343 -2.82899
H -2.95788 -3.73980 -2.59676
C -0.91857 -1.90104 -6.38185
H -0.07135 -0.65342 -4.90136
H -1.73898 -0.30455 -5.24120
H -0.31685 -2.82762 -6.32469
H -0.49074 -1.17672 -7.08193
H -1.91015 -2.23627 -6.73191
H 1.53817 0.39624 -0.30432
N 1.57812 1.24948 2.09817
C 1.43597 2.45956 2.61897
C 0.27363 3.25084 2.52397
C -1.05233 2.83559 2.42575
C 2.62107 3.05182 3.33574
H 3.53049 2.97529 2.72571
H 2.81150 2.54509 4.29368
H 2.45439 4.11042 3.55064
C -2.15591 3.84804 2.64019
H -2.67412 3.77163 3.60581
H -2.91748 3.81481 1.85450
H -1.75366 4.86529 2.63052
N -1.40407 1.56333 2.20006
C 2.73868 0.47114 2.41925
C 3.83291 0.36355 1.50473
C 3.92202 1.18712 0.25896
C 4.85595 -0.54821 1.74686
H 5.67627 -0.60026 1.01679
C 4.87919 -1.29855 2.92551
H 5.72555 -1.95914 3.12054
C 3.84024 -1.18394 3.84357
H 3.86226 -1.71953 4.79901
C 2.77348 -0.31745 3.59756
C 1.65539 -0.24095 4.59818
C -2.69943 1.03308 2.47629
C -3.62858 0.71779 1.45067
C -3.28646 0.95576 0.01193
C -4.85870 0.14264 1.77125
H -5.55978 -0.06703 0.95618
C -5.21287 -0.13087 3.09730
H -6.20670 -0.51537 3.33880
C -4.28290 0.14932 4.10638
H -4.52918 -0.02018 5.14571
C -3.03973 0.71565 3.81059
C -2.03531 0.96312 4.89799
In -0.19439 0.07656 0.99310
H 3.59017 0.64209 -0.63855
H 4.98980 1.38827 0.06111
H 3.38580 2.14675 0.32410
H 1.43790 0.79724 4.87969
H 1.97095 -0.78068 5.50463
H 0.72576 -0.70753 4.24875
H -4.22038 0.98871 -0.57701
H -2.68676 0.13243 -0.43471
H -2.74408 1.89898 -0.14111
H -1.05776 0.54959 4.62277
H -2.33250 0.49049 5.83742
H -1.88768 2.03443 5.07555
H 0.41556 4.32018 2.65664
C 1.24417 0.30236 -1.40903
Si 0.64807 1.93956 -2.17375
H 2.20193 0.14056 -1.90637
H 0.59959 -0.52952 -1.73839
C 1.70563 1.98216 -3.71927
C 0.99756 3.40478 -1.06528
C -1.16149 2.05007 -2.70109
H -1.56964 1.07741 -2.99010
H -1.32273 2.71351 -3.56377
H -1.83292 2.44291 -1.93268
H 2.72087 1.64432 -3.47264
H 1.80962 2.96486 -4.18377
H 1.33694 1.30098 -4.49284
H 1.90429 3.25629 -0.47581
H 0.19894 3.64378 -0.35134
H 1.16958 4.32968 -1.63534
F 1.59756 -1.23438 0.54783

These are the Löwdin partial charges, in e, on atoms 1 to 8: -0.27, -0.17, -0.20, -0.07, 0.11, 0.11, 0.05, 0.09

---

Number 1: E_tot -136577.5566 eV. Number 2: E_tot -90863.9745 eV. Number 3: E_tot -90708.7434 eV. Number 4: E_tot -57980.9150 eV.